Here is a molecular structure, C5H10NO2 at a distorted geometry from the OMol25 dataset. Energies are from ωB97M-V/def2-TZVPD.

```
! wB97M-V def2-TZVPD RIJCOSX def2/J DEFGRID3
* xyz -1 1
C 1.4166 -0.2949 -0.8721
C -2.1954 -0.1699 -0.1475
H 1.5584 0.3898 -1.6760
H 0.8311 1.0653 0.6179
C 0.3758 0.2106 0.1177
H 0.2575 -0.5609 0.8820
O 3.2570 0.3412 0.5134
H -1.0500 1.4013 -1.1334
H -3.0345 0.4766 -0.4312
H -1.7067 -1.7244 0.8178
N -2.4674 -1.0401 0.7746
C -0.9464 0.5200 -0.5178
H 1.1829 -1.2635 -1.3310
H -1.2738 -0.5965 -0.9530
H -1.4599 1.4425 2.0323
O 3.3853 -1.6032 -0.6300
H -0.9538 1.9623 2.1875
C 2.8235 -0.5561 -0.2511
*
```

Output
HOMO level = -4.15 eV
ΔE to the lowest compared entry with this formula, charge and spin = 101.71 kcal per mole
Strongest force on any atom = 5.42 eV/A



Here is C23H30N2O2 in the gas phase from the OMol25 dataset. Energies are from ωB97M-V/def2-TZVPD.

```
! wB97M-V def2-TZVPD RIJCOSX def2/J DEFGRID3
* xyz 0 1
C 4.3791 -0.5573 1.1315
C -2.8559 -0.9761 -1.4632
C 0.2484 2.6331 -0.0579
C -0.7890 -0.0909 0.6006
H 1.8508 0.6153 1.2335
H -5.4163 -1.5282 2.3280
H 6.6721 -3.0460 1.1717
C 0.5657 3.2078 1.1648
C 5.0991 -2.8391 -0.2713
H -5.5119 -0.6405 0.8037
H -1.5510 5.8440 1.1303
O 2.5650 -0.2780 -0.4789
H -2.1294 4.8344 -1.0491
H -2.5720 -2.8707 0.2757
H 5.3765 -3.7258 -0.8217
H 0.1826 4.7987 2.5387
H 1.3219 2.7701 1.7987
H -2.4912 1.1231 0.0841
H -6.6684 -1.9331 1.1521
C 2.0997 0.8690 0.1933
N -0.1441 0.3052 -0.6323
C -1.4204 -1.3900 -1.8431
C 5.8270 -2.4588 0.8464
C -5.6347 -1.6161 1.2657
O 0.0347 0.1942 -2.8751
C -1.0503 4.9472 0.7974
H -4.4896 -3.9059 2.3344
C -4.6896 -2.6176 0.6105
H -3.5505 -1.7224 -1.8543
C 4.0190 -2.0897 -0.6862
H -0.9730 2.7922 -1.8023
C -0.7289 3.2343 -0.8471
H -4.9770 -2.7285 -0.4397
C -4.7820 -3.9813 1.2888
H -2.9832 -1.9299 1.7159
H -0.5941 -1.1479 0.8166
C 3.6479 -0.9399 0.0132
C -3.2457 -2.0947 0.6682
H -1.4253 -1.7851 -2.8600
C -1.3747 4.3799 -0.4245
H 3.4408 -2.3653 -1.5540
H 1.1701 1.4979 -1.6203
H -5.8008 -4.3584 1.2452
N -3.1192 -0.8376 -0.0494
H -0.3514 0.5040 1.4033
C 0.8652 1.3557 -0.5748
H -3.0883 -0.0207 -1.9445
C -0.0783 4.3604 1.5865
H -4.1291 -4.7021 0.8011
H 6.0241 -1.0127 2.4089
H -1.0638 -2.1745 -1.1729
H 2.8614 1.6608 0.1900
C -0.4445 -0.2310 -1.8408
H 4.1217 0.3300 1.6893
C -2.3098 0.1694 0.5905
C 5.4625 -1.3201 1.5386
H -2.6558 0.2678 1.6227
*
```

Output
HOMO level = -8.27 eV
Structure (SMILES) = CC(C)CN1CCC(=O)N([C@H](COc2ccccc2)c2ccccc2)CC1
ΔE to the lowest compared entry with this formula, charge and spin = 38.02 kcal per mole
Strongest force on any atom = 0.47 eV/A